[1]
124
Properties=species:S:1:pos:R:3:forces:R:3 method="wB97M-V/def2-TZVPD" homo_ev=-1.9814 charge=-2 e_tot_ha=-7206.55941
Cs 0.122943 -1.370899 0.896791 -0.383 0.698 0.625
F -0.701347 -2.387854 -4.737729 0.030 0.016 -0.001
C -0.902626 -3.287522 -3.781582 -0.148 0.275 -0.242
F -2.205759 -3.344970 -3.508553 0.068 -0.032 0.024
F -0.520619 -4.482121 -4.242040 0.120 -0.023 0.115
S -0.032057 -2.830993 -2.225496 0.489 -0.537 0.242
O -0.582727 -1.584637 -1.786113 -0.312 0.060 -0.946
O -0.232454 -3.967001 -1.359237 -0.118 0.024 -0.096
N 1.469120 -2.729053 -2.769420 0.179 -0.163 -0.014
S 2.615623 -2.671200 -1.688884 -0.588 -0.343 -0.173
O 2.146775 -2.055035 -0.472017 1.822 -0.369 -0.815
O 3.874581 -2.293561 -2.257851 -0.055 0.173 -0.148
C 2.953285 -4.432038 -1.152863 -0.073 -0.118 0.017
F 4.226934 -4.537063 -0.736423 0.008 0.095 -0.003
F 2.789323 -5.301466 -2.156651 -0.007 0.090 -0.051
F 2.173686 -4.801484 -0.144273 -0.009 -0.006 0.006
N 3.824822 1.265429 -1.386342 0.274 -0.239 -0.270
P 3.230341 1.846313 0.087345 -0.513 -0.043 0.280
C 4.385282 3.236433 0.414212 0.192 0.106 -0.048
C 5.745305 3.086494 0.685577 -0.044 -0.012 0.033
C 6.556438 4.192429 0.885068 -0.027 -0.085 -0.003
C 6.014658 5.470525 0.825291 0.063 0.049 0.012
C 4.664479 5.635069 0.564834 -0.061 0.005 -0.009
C 3.856955 4.522674 0.360118 0.046 0.043 -0.017
C 3.897827 0.633702 1.277979 0.108 0.017 0.092
C 3.722170 0.900566 2.637602 -0.036 -0.016 0.014
C 4.105778 -0.018305 3.596415 0.006 0.029 0.011
C 4.684484 -1.221420 3.211369 0.004 -0.021 0.038
C 4.877741 -1.490355 1.867501 -0.003 -0.017 -0.038
C 4.484027 -0.568583 0.904546 0.016 -0.003 0.033
C 2.998624 0.905252 -2.459082 0.128 0.072 -0.094
C 3.568161 0.541149 -3.686656 -0.077 0.037 0.123
C 2.716092 0.222941 -4.721113 -0.036 0.007 -0.049
C 1.340893 0.290124 -4.524597 0.080 -0.013 -0.056
C 0.888913 0.656029 -3.273537 -0.057 0.012 0.049
N 1.696196 0.953669 -2.254014 -0.011 -0.018 -0.042
H 4.769754 0.911412 -1.453853 -0.034 0.150 -0.030
H 6.162868 2.088690 0.761623 0.020 -0.015 -0.001
H 7.609378 4.052652 1.095472 0.028 0.035 0.009
H 6.646630 6.335098 0.988453 0.003 0.009 -0.001
H 4.230467 6.626168 0.521001 0.024 0.027 0.006
H 2.800822 4.654335 0.152829 -0.020 -0.025 -0.002
H 3.250306 1.823261 2.956785 0.009 0.005 -0.066
H 3.920036 0.194042 4.642208 0.005 -0.018 0.010
H 4.955697 -1.955597 3.959162 0.002 -0.014 0.005
H 5.304686 -2.433925 1.551089 0.008 -0.019 0.018
H 4.601656 -0.817762 -0.140370 -0.028 -0.049 -0.061
H 4.643335 0.496449 -3.802801 0.012 -0.007 0.013
H 3.122865 -0.076960 -5.679830 -0.011 -0.011 0.002
H 0.631998 0.045996 -5.301561 -0.012 -0.008 -0.033
H -0.172006 0.698463 -3.067462 -0.098 -0.005 0.012
O -0.372277 -1.929150 5.403541 -0.120 0.048 0.118
C 0.247378 -1.321371 4.508577 0.059 0.177 -0.027
O 0.686396 -1.739183 3.422480 0.212 -0.304 0.849
C 0.559210 0.162249 4.792963 -0.097 -0.115 -0.029
C 0.927275 0.531538 6.087684 -0.025 -0.083 -0.014
C 1.318665 1.831133 6.340956 0.005 0.032 -0.017
C 1.292408 2.741179 5.292452 -0.022 -0.015 -0.063
C 0.863923 2.292218 4.052463 -0.067 0.174 0.017
N 0.508095 1.038751 3.785448 0.158 -0.096 0.148
H 0.896079 -0.234454 6.850412 0.015 0.033 0.041
H 1.636537 2.135616 7.331642 0.002 -0.007 0.010
H 1.588502 3.775095 5.414358 0.010 -0.001 0.051
H 0.813523 2.990390 3.222455 0.003 -0.013 -0.028
C -0.434082 3.424025 0.807349 0.056 -0.046 0.040
C -1.254859 4.742091 0.783072 0.027 0.016 0.067
N -2.020259 4.843893 -0.460449 -0.041 0.017 0.017
C -1.084420 4.773799 -1.586085 0.028 0.048 -0.044
C -0.307519 3.431711 -1.564970 0.037 -0.024 0.040
N -0.697287 2.647625 -0.394640 0.001 0.046 -0.134
C -2.130314 2.363797 -0.475256 -0.042 -0.001 0.194
C -2.929088 3.691587 -0.540934 -0.062 -0.042 0.010
H -0.694140 2.804368 1.667248 -0.021 -0.004 -0.002
H 0.642907 3.613590 0.860511 -0.015 0.019 -0.024
H -0.606107 5.621034 0.858509 0.003 -0.002 -0.013
H -1.959004 4.784166 1.620149 -0.010 0.009 -0.017
H -0.408866 5.633073 -1.514888 -0.006 -0.006 -0.003
H -1.657284 4.876824 -2.510758 -0.007 0.009 0.005
H 0.774762 3.584236 -1.529989 0.010 -0.008 0.000
H -0.532144 2.846632 -2.454681 -0.019 -0.035 -0.034
H -2.400232 1.785272 0.410775 -0.021 -0.058 -0.025
H -2.328428 1.758804 -1.360525 0.024 -0.017 0.009
H -3.646618 3.773290 0.282262 -0.009 -0.005 -0.012
H -3.491169 3.752966 -1.476109 0.020 0.042 -0.001
C -3.067772 1.972416 3.147497 0.135 0.006 0.063
N -4.021167 0.954210 2.766432 -0.238 -0.178 -0.018
C -5.397777 1.243178 3.089944 -0.078 0.053 -0.040
P -3.526773 -0.568095 2.309780 0.341 0.136 -0.238
O -2.094366 -0.520457 1.953635 -0.787 0.510 0.461
N -3.942203 -1.580237 3.556668 -0.223 -0.056 0.198
C -3.695866 -1.119933 4.925109 0.055 0.040 -0.023
C -3.502426 -2.968727 3.403926 -0.020 -0.025 -0.066
N -4.398323 -1.149920 1.035130 -0.401 -0.028 0.119
C -5.775911 -1.586046 1.129112 -0.067 -0.051 0.051
C -4.025649 -0.752495 -0.323496 0.085 -0.026 -0.018
H -3.151360 2.205649 4.218442 0.002 0.008 -0.004
H -3.235791 2.895133 2.580449 -0.018 -0.013 0.009
H -2.059406 1.612159 2.950004 -0.012 0.019 0.011
H -5.506607 1.533333 4.143947 0.021 -0.007 0.005
H -6.025348 0.369812 2.924069 -0.002 -0.022 -0.018
H -5.788652 2.061684 2.474817 0.026 0.016 0.014
H -3.926143 -0.060003 5.023732 0.009 -0.001 -0.034
H -2.653280 -1.294078 5.215654 -0.037 0.030 0.064
H -4.353343 -1.670976 5.604062 0.030 -0.024 0.006
H -3.668113 -3.305786 2.381659 0.028 0.012 -0.014
H -4.086543 -3.602934 4.076651 0.020 0.005 0.007
H -2.440778 -3.065332 3.654262 -0.002 -0.058 -0.008
H -6.011628 -1.901346 2.145103 0.031 0.008 -0.009
H -5.936442 -2.435167 0.457866 0.018 0.000 -0.004
H -6.479495 -0.797699 0.828735 0.014 0.005 -0.009
H -2.979543 -0.464982 -0.367983 -0.001 -0.004 -0.005
H -4.634598 0.081340 -0.686195 0.014 0.021 -0.003
H -4.172931 -1.596307 -1.000339 0.012 0.022 -0.017
Se -3.161997 0.641079 -3.745359 0.055 -0.047 -0.061
C -4.788322 1.325859 -4.376780 -0.182 0.056 -0.070
C -5.760470 0.527064 -5.006714 0.070 -0.101 0.022
C -6.949804 1.070030 -5.448854 0.015 -0.070 -0.007
N -7.295432 2.356262 -5.333866 -0.068 0.004 -0.032
C -6.378334 3.122192 -4.737157 0.045 0.054 0.036
C -5.161419 2.675719 -4.261401 0.094 0.092 0.056
H -5.574747 -0.530947 -5.145349 0.034 0.005 0.013
H -7.672781 0.414276 -5.929565 -0.056 0.070 -0.012
H -6.624822 4.175818 -4.624545 -0.073 -0.013 -0.038
H -4.488471 3.384794 -3.794029 0.039 -0.042 0.002

---

[2]
148
Properties=species:S:1:pos:R:3:forces:R:3 method="wB97M-V/def2-TZVPD" smiles="CCOCCCCCC(=O)O[C@@](CCCCCCCCOC(C)=O)(CB(O)O)S(=O)(=O)C(F)(F)C(F)(F)F.FC(F)C(F)(F)COC(F)(F)C(F)F.FC(F)C(F)(F)COC(F)(F)C(F)F.FC(F)C(F)(F)COC(F)(F)C(F)F.FC(F)C(F)(F)COC(F)(F)C(F)F" homo_ev=-9.8105 e_tot_ha=-6728.80425
C -0.946361 3.462391 4.195300 0.049 -0.652 -0.735
C 0.513126 3.541201 3.533287 -1.009 -1.019 -0.580
O 1.592876 3.689364 4.481989 0.021 0.794 -1.313
C 2.598495 4.625436 4.037051 0.811 1.364 -0.223
C 4.107005 4.184910 4.346454 -0.272 0.017 1.226
C 4.381329 2.609180 4.280597 -0.292 0.471 -0.060
C 3.755549 1.863663 3.011925 0.144 -1.216 -0.173
C 4.745717 1.712881 1.757211 0.407 0.588 -0.947
C 4.788542 0.236248 1.126101 3.423 -1.939 3.613
O 5.525508 -0.573232 1.757710 -2.961 2.745 -2.738
O 4.218887 -0.202423 -0.078831 -1.312 0.174 1.009
C 2.849399 -0.625083 -0.026249 -1.736 -0.571 0.274
C 2.598027 -2.083985 0.560522 1.407 -1.207 0.070
C 3.020451 -2.354106 2.076868 0.170 -0.769 0.413
C 1.936845 -3.310517 2.804260 -0.167 1.744 0.515
C 2.032863 -3.023059 4.404976 0.226 -0.932 -1.253
C 3.391437 -3.712062 4.908578 -0.782 0.182 1.368
C 3.492860 -3.794330 6.529864 0.580 -0.609 -0.401
C 4.298110 -5.134387 6.950375 0.237 0.392 0.499
C 5.665758 -4.842509 7.737480 -0.679 -0.306 1.320
O 6.810038 -5.503431 7.092440 1.736 2.334 -0.094
C 8.015251 -4.804156 7.432681 1.134 0.623 3.171
C 9.072297 -4.378573 6.310154 -0.387 -1.094 -0.170
O 8.282126 -4.511673 8.628300 -1.405 -1.019 -4.253
C 1.793944 0.507012 0.372072 -0.905 1.109 -0.442
B 0.652493 0.099447 1.442398 -0.795 -0.571 2.019
O -0.723482 -0.179418 1.164876 2.312 0.425 0.739
O 1.046243 0.059187 2.851276 -0.986 -0.999 -2.015
S 2.533901 -0.885022 -1.899948 7.580 3.106 -3.580
O 3.495408 -1.898967 -2.488753 -3.762 0.962 2.167
O 2.929488 0.450569 -2.519716 -2.528 -2.925 1.838
C 0.759789 -1.167678 -2.345509 -3.108 0.598 -0.917
F -0.089689 -1.636077 -1.332219 2.013 0.677 -2.027
F 0.222842 0.094605 -2.773613 1.135 -2.735 1.154
C 0.706939 -2.089100 -3.688934 -0.560 0.936 -1.140
F 1.110325 -3.404793 -3.474160 -1.227 3.379 -0.847
F -0.620936 -1.985766 -4.194319 3.158 -0.991 1.315
F 1.506467 -1.403288 -4.644309 -1.634 -2.229 2.206
H -1.209131 2.360488 4.392381 0.413 1.672 0.004
H -1.686548 3.803786 3.378865 1.029 -0.363 1.421
H -1.071597 4.067160 5.149731 0.272 -0.687 -1.349
H 0.476839 4.339035 2.718122 0.418 -0.740 1.297
H 0.678194 2.528914 2.997037 -0.276 1.553 0.675
H 2.543527 4.877416 2.916200 -0.260 -0.717 1.469
H 2.401060 5.629599 4.576878 0.379 -1.438 -0.813
H 4.321693 4.509955 5.435164 -0.191 -0.560 -1.660
H 4.825347 4.804058 3.703696 -1.116 -0.966 0.668
H 3.916796 2.136143 5.210509 0.587 0.700 -1.287
H 5.516715 2.457157 4.361089 -1.647 0.011 -0.280
H 3.504597 0.790282 3.355039 0.304 1.708 -0.524
H 2.775907 2.306936 2.636600 1.345 -0.397 0.871
H 5.818444 1.918670 2.128283 -1.640 -0.680 -0.687
H 4.565634 2.486817 0.925285 -0.018 -1.123 1.238
H 3.251721 -2.792636 -0.080330 -1.020 1.206 0.855
H 1.531747 -2.486127 0.425906 1.251 1.215 -0.040
H 4.049608 -2.871652 2.137622 -1.589 0.967 -0.326
H 3.126107 -1.393746 2.681725 -0.337 -1.250 -0.871
H 0.896426 -2.972460 2.431858 1.401 -0.694 0.554
H 2.071501 -4.418206 2.566814 -0.115 1.506 0.295
H 2.047149 -1.894059 4.560700 -0.047 -1.442 -0.059
H 1.086047 -3.476366 4.886325 1.684 0.653 -0.421
H 3.371574 -4.795588 4.527802 0.252 1.660 0.358
H 4.321784 -3.139296 4.558203 -1.431 -1.011 0.139
H 2.451129 -3.827029 7.018877 1.593 0.222 -0.850
H 4.100860 -2.914235 6.941107 -1.196 -1.014 -0.604
H 4.564033 -5.758819 6.036508 -0.458 0.733 1.208
H 3.609656 -5.717687 7.649921 1.090 0.492 -1.086
H 5.603802 -5.275301 8.802478 0.041 0.795 -1.562
H 5.902222 -3.730687 7.838592 -0.478 -1.432 -0.255
H 10.139812 -4.518023 6.710401 -1.816 0.200 -0.351
H 8.946897 -3.274159 6.033410 -0.085 -1.697 0.374
H 8.941749 -5.070302 5.406468 0.145 1.273 1.109
H 2.273830 1.473927 0.785580 -0.381 -1.720 -0.734
H 1.221355 0.885469 -0.560996 1.142 -0.586 1.257
H -1.175901 -0.254299 2.031123 0.065 0.085 -0.797
H 0.537362 -0.650573 3.313125 0.488 0.955 -0.287
F -4.400816 1.508263 3.624088 -0.024 -0.119 -0.087
C -5.069863 0.397432 3.978862 0.222 -0.033 0.861
F -4.204856 -0.351403 4.712996 -0.130 -0.251 -0.204
C -5.568584 -0.401568 2.774189 0.060 0.015 -0.926
F -4.530487 -0.858624 2.029377 0.064 0.088 0.259
F -6.207288 -1.513120 3.249435 -0.021 0.286 0.278
C -6.566072 0.327976 1.849108 -0.673 -0.137 -0.538
O -6.028646 0.919004 0.660006 0.911 0.671 0.873
C -5.481163 2.215755 0.768051 -1.647 -0.659 0.094
F -5.780551 2.738662 1.972151 0.361 0.253 -0.189
F -6.136736 2.974038 -0.138780 0.533 -0.091 -0.055
C -3.980979 2.238968 0.462222 0.776 0.019 -0.352
F -3.293894 1.443761 1.311105 -0.246 -0.015 -0.018
F -3.477539 3.488846 0.600903 -0.413 -0.006 0.040
H -5.898904 0.682679 4.633175 -0.104 -0.071 -0.133
H -7.248914 -0.440847 1.474508 0.298 -0.023 0.003
H -7.208977 1.023341 2.395263 0.342 0.026 0.097
H -3.783880 1.898035 -0.557386 -0.230 0.001 0.007
F -5.056394 -6.511029 3.178779 0.114 0.059 -0.081
C -5.659421 -5.863475 2.165641 -0.849 -0.334 0.051
F -6.440724 -6.780049 1.538051 0.142 0.209 -0.236
C -4.663251 -5.253296 1.178839 0.931 -0.108 -0.343
F -3.930374 -6.216769 0.569907 -0.212 -0.027 0.237
F -5.381956 -4.647382 0.187729 -0.236 0.062 0.413
C -3.708599 -4.185816 1.753496 0.336 0.743 -0.199
O -2.388286 -4.622095 2.109552 -0.505 -1.023 0.896
C -2.210445 -5.185807 3.391215 -0.614 1.593 -0.803
F -3.319976 -4.996757 4.128297 0.324 -0.352 0.236
F -1.238902 -4.452717 3.986726 0.184 -0.448 -0.035
C -1.773600 -6.653528 3.333890 0.289 -0.779 -0.105
F -2.682850 -7.419804 2.695943 0.053 0.330 -0.014
F -1.639216 -7.163741 4.582027 -0.010 0.427 0.038
H -6.318993 -5.097198 2.584027 0.115 0.128 -0.075
H -3.538206 -3.466349 0.946674 0.020 -0.291 -0.018
H -4.171643 -3.598344 2.550714 -0.044 -0.328 0.028
H -0.818604 -6.756092 2.811884 -0.010 0.239 0.016
F -0.352484 3.266073 -5.367769 0.070 0.089 -0.082
C 0.648194 2.857646 -4.564389 -0.367 -0.264 0.752
F 0.440919 3.456784 -3.362048 0.301 0.015 -0.033
C 2.029140 3.225227 -5.107766 0.533 0.515 -0.440
F 2.185530 4.571017 -5.176528 -0.284 -0.091 0.033
F 2.954247 2.786789 -4.209352 -0.392 -0.205 -0.106
C 2.402676 2.606425 -6.471150 0.681 -0.364 -0.363
O 2.232648 3.434434 -7.631407 -1.502 0.270 0.273
C 0.953289 3.469338 -8.224632 1.498 -1.256 0.419
F 0.174691 2.513780 -7.683458 -0.362 0.336 -0.290
F 1.134210 3.112987 -9.518437 -0.225 0.478 0.003
C 0.316055 4.861594 -8.168186 -0.069 0.814 0.170
F 0.166112 5.290918 -6.898814 0.164 -0.244 -0.173
F -0.922397 4.846733 -8.724309 0.343 -0.313 -0.153
H 0.558776 1.777863 -4.415840 0.203 0.024 -0.094
H 3.481276 2.426501 -6.433813 -0.147 0.254 0.078
H 1.963715 1.615318 -6.612727 -0.214 0.231 0.126
H 0.927426 5.593656 -8.701868 0.085 -0.211 -0.085
F -4.692680 3.560103 -8.647391 -0.131 0.059 -0.108
C -3.730032 4.458089 -8.930433 0.511 -0.067 0.749
F -3.559163 5.200880 -7.806777 -0.037 0.212 -0.290
C -4.094405 5.358643 -10.111533 -0.755 0.334 -0.411
F -5.184394 6.113904 -9.830257 0.114 -0.211 0.155
F -3.065601 6.238879 -10.292750 0.147 -0.395 0.105
C -4.315135 4.646435 -11.462817 0.155 0.108 -0.835
O -5.671623 4.376083 -11.843391 -0.227 -0.721 1.269
C -6.263021 3.191793 -11.352555 1.441 0.502 -1.101
F -5.323294 2.420167 -10.775840 -0.472 -0.176 0.149
F -6.686374 2.509926 -12.442328 -0.397 0.130 0.310
C -7.457381 3.467412 -10.432759 -0.644 0.233 0.429
F -7.099636 4.197799 -9.355571 0.139 -0.028 -0.281
F -7.979652 2.308355 -9.962894 0.244 -0.102 -0.317
H -2.797046 3.921958 -9.116554 -0.136 0.041 -0.185
H -3.962041 5.342180 -12.230091 -0.194 0.066 0.225
H -3.678816 3.764930 -11.577525 -0.158 0.015 0.314
H -8.241953 4.011413 -10.964989 0.148 -0.057 -0.182

---

| no. | largest force on an atom (eV Å⁻¹) | LUMO (eV) | Kohn-Sham gap (eV) |
| --- | --- | --- | --- |
| 1 | 2.03 | 3.4 | 5.366 |
| 2 | 8.94 | -0.2 | 9.659 |